Computed, not measured: 2 unconnected molecules or ions with the total composition C2H5NOS in a non-equilibrium geometry, with ωB97M-V/def2-TZVPD.

Each line ends with the natural charge from an NBO analysis.
Positions of all 10 atoms, in Å:
1 C -0.842 -0.938 1.514  -0.527
2 C -1.239 -1.042 0.290  -0.152
3 N 1.397 0.782 -1.665  -1.061
4 O 0.515 1.449 0.680  -0.864
5 S 0.009 1.295 -0.664  1.195
6 H -1.255 -1.430 2.396  0.218
7 H -0.078 -0.255 1.715  0.232
8 H -1.966 -1.768 -0.152  0.184
9 H 2.106 1.513 -1.547  0.382
10 H 1.355 0.394 -2.566  0.393

Cartesian forces (eV/Å) of the 3 atoms listed first:
-0.61 -0.38 0.24
-1.07 -1.16 -0.77
-0.38 1.65 3.15

The energy above the lowest of the compared OMol25 structures with the same formula, charge and spin comes out at 5.059 eV.

***

Computed, not measured: a molecular structure, C2H5NOS in a non-equilibrium geometry, with ωB97M-V/def2-TZVPD.

Each line ends with the natural charge from an NBO analysis.
Positions of all 10 atoms, in Å:
1 C 0.534 0.606 -1.515  -0.478
2 C -0.005 1.188 -0.533  -0.199
3 N 0.602 -1.536 1.320  -1.092
4 O -1.781 -0.658 0.862  -0.955
5 S -0.416 -0.407 1.257  1.631
6 H 0.717 1.061 -2.461  0.225
7 H 0.705 -0.441 -1.444  0.208
8 H -0.426 2.184 -0.439  0.204
9 H 0.606 -2.073 0.401  0.385
10 H -0.537 0.076 2.552  0.071

Cartesian forces (eV/Å) of the 3 atoms listed first:
0.61 -1.39 -1.46
-1.46 0.47 4.16
0.15 -0.15 -1.00

The energy above the lowest of the compared OMol25 structures with the same formula, charge and spin comes out at 5.715 eV.

***

Computed, not measured: a single C2H5NOS2 molecule in a non-equilibrium geometry, with ωB97M-V/def2-TZVPD.

Each line ends with the natural charge from an NBO analysis.
Positions of all 11 atoms, in Å:
1 C -2.168 0.243 -0.112  -0.800
2 S -0.947 -1.062 0.071  0.140
3 C 0.524 0.038 0.037  0.539
4 O 0.611 1.238 0.036  -0.602
5 N 1.564 -0.819 0.075  -0.780
6 S 3.299 -0.362 -0.055  0.121
7 H -1.714 1.167 -0.829  0.275
8 H -2.465 0.668 1.024  0.234
9 H -3.103 -0.344 -0.497  0.239
10 H 1.224 -1.883 -0.266  0.434
11 H 3.175 1.114 0.515  0.199

Cartesian forces (eV/Å) of the 3 atoms listed first:
-1.42 1.81 0.92
0.16 1.44 -0.11
0.26 -0.72 0.05

The energy above the lowest of the compared OMol25 structures with the same formula, charge and spin comes out at 2.217 eV. The SMILES is CSC(=O)NS.

***

Computed, not measured: 2 unconnected molecules or ions with the total composition C2H5NOSi in a non-equilibrium geometry, with ωB97M-V/def2-TZVPD.

Each line ends with the natural charge from an NBO analysis.
Positions of all 10 atoms, in Å:
1 C -2.559 -2.569 -0.426  -0.025
2 C -0.161 0.266 1.073  -0.248
3 N -3.645 -2.784 0.126  -0.342
4 O 0.146 0.407 -0.227  -0.914
5 Si -0.678 0.055 -1.569  1.093
6 H 0.636 -0.586 1.383  0.195
7 H -1.249 0.113 1.238  0.184
8 H 0.005 1.232 1.629  0.186
9 H -1.868 -1.616 -0.806  0.149
10 H -0.379 0.999 -2.763  -0.278

Cartesian forces (eV/Å) of the 3 atoms listed first:
-6.18 1.40 3.22
1.19 -1.12 3.31
6.98 0.76 -3.53

The energy above the lowest of the compared OMol25 structures with the same formula, charge and spin comes out at 4.129 eV.

***

Computed, not measured: a single C2H5NP2 molecule in a non-equilibrium geometry, with ωB97M-V/def2-TZVPD.

Each line ends with the natural charge from an NBO analysis.
Positions of all 10 atoms, in Å:
1 C 0.021 -0.352 1.719  -0.797
2 P 0.726 -0.371 -0.293  0.475
3 P -1.175 -0.501 -1.455  0.031
4 C 0.892 1.313 -0.738  -0.114
5 N 1.246 2.376 -1.050  -0.290
6 H -0.883 0.180 1.690  0.212
7 H 0.810 0.056 2.511  0.240
8 H -0.243 -1.341 2.056  0.220
9 H -0.608 -1.712 -1.910  -0.003
10 H -0.786 0.351 -2.530  0.026

Cartesian forces (eV/Å) of the 3 atoms listed first:
2.94 0.59 -0.52
-0.76 -0.68 2.36
-0.07 -0.43 0.46

The energy above the lowest of the compared OMol25 structures with the same formula, charge and spin comes out at 0.799 eV. The SMILES is CP(#[PH2])C#N.

***

Computed, not measured: a single C2H5NS molecule in a non-equilibrium geometry, with ωB97M-V/def2-TZVPD.

Each line ends with the natural charge from an NBO analysis.
Positions of all 9 atoms, in Å:
1 C -0.731 -1.101 -1.535  -0.083
2 N -0.030 -0.239 -0.939  -0.560
3 S -0.327 0.082 0.686  0.389
4 C 1.200 1.051 0.920  -0.744
5 H -1.517 -1.776 -1.090  0.153
6 H -0.513 -1.258 -2.592  0.175
7 H 2.083 0.432 1.348  0.212
8 H 1.536 1.406 0.001  0.236
9 H 1.051 1.862 1.629  0.222

Cartesian forces (eV/Å) of the 3 atoms listed first:
-0.52 -0.97 -0.24
-0.26 -0.14 -0.12
0.85 0.51 0.23

The energy above the lowest of the compared OMol25 structures with the same formula, charge and spin comes out at 1.230 eV. The SMILES is C=NSC.

***

Copy entry 5 word for word.
Computed, not measured: a single C2H5NP2 molecule in a non-equilibrium geometry, with ωB97M-V/def2-TZVPD.

Each line ends with the natural charge from an NBO analysis.
Positions of all 10 atoms, in Å:
1 C 0.021 -0.352 1.719  -0.797
2 P 0.726 -0.371 -0.293  0.475
3 P -1.175 -0.501 -1.455  0.031
4 C 0.892 1.313 -0.738  -0.114
5 N 1.246 2.376 -1.050  -0.290
6 H -0.883 0.180 1.690  0.212
7 H 0.810 0.056 2.511  0.240
8 H -0.243 -1.341 2.056  0.220
9 H -0.608 -1.712 -1.910  -0.003
10 H -0.786 0.351 -2.530  0.026

Cartesian forces (eV/Å) of the 3 atoms listed first:
2.94 0.59 -0.52
-0.76 -0.68 2.36
-0.07 -0.43 0.46

The energy above the lowest of the compared OMol25 structures with the same formula, charge and spin comes out at 0.799 eV. The SMILES is CP(#[PH2])C#N.